# 1
C10H13N5 in the gas phase at a distorted geometry, computed with ωB97M-V/def2-TZVPD.

Element x y z (Å)
C: -2.944179 -1.825467 -2.099392
C: -2.372100 -1.142209 -0.851522
C: -1.245032 -2.008933 -0.173219
N: -1.225695 -1.361361 1.014432
C: -0.260218 -0.505871 1.152033
N: -0.223546 0.159279 2.403713
C: 0.957639 0.040024 3.135942
N: 1.717009 0.283812 4.109360
N: 0.645989 -0.288199 0.199244
C: 1.521015 0.775828 -0.057431
C: 1.106836 2.075898 0.477003
C: 1.838432 3.122825 0.261692
C: 3.013681 2.819216 -0.621402
N: 3.647447 1.537955 -0.625005
C: 2.666997 0.533904 -0.489217
H: -2.050975 -2.053889 -3.020857
H: -3.091029 -3.057395 -1.891253
H: -3.973618 -1.397025 -2.659908
H: -2.023279 -0.174154 -1.201501
H: -3.234203 -1.015865 -0.173850
H: -0.458467 -2.173131 -0.899303
H: -2.001430 -2.708625 0.127937
H: -1.122420 -0.373067 2.908475
H: 0.711718 -0.758923 -0.875651
H: 0.208361 2.010672 0.969422
H: 1.662971 4.060190 0.866385
H: 3.612343 3.756143 -0.942255
H: 2.915754 -0.331633 -1.043875

Atomic forces in eV per Å
0.20 -3.91 -3.66
-1.03 -0.28 -2.61
-5.62 0.48 -2.38
4.20 2.86 4.15
-2.10 -1.78 -0.13
-1.17 -2.11 1.64
3.40 2.80 6.98
-4.95 -2.14 -7.22
1.75 -1.19 -5.87
-6.77 3.07 5.44
0.03 -4.26 -1.05
3.03 1.98 -1.39
2.99 -0.50 2.99
-4.11 4.07 -2.21
7.62 1.27 -2.94
-2.52 1.34 2.49
-0.23 3.36 -0.23
3.02 -1.05 1.77
0.20 0.39 0.46
0.74 0.08 0.05
0.37 -0.65 0.56
0.91 -2.61 -0.96
3.02 1.86 -1.25
-1.47 0.57 4.61
-1.81 0.50 1.46
0.30 -0.69 -1.63
-0.57 -2.01 0.51
0.57 -1.46 0.44

Values from the calculation:
ΔE to the lowest compared entry with this formula, charge and spin: 168.3 kcal/mol
lowest unoccupied orbital energy: -0.03 eV
SMILES string: CCC/N=C(/NC#N)Nc1cccnc1
HOMO energy: -8.51 eV
E: -18023.0951 eV
gap between HOMO and LUMO: 8.5 eV

Mulliken atomic charge list, values in e, 5 entries:
1. C -1.05
2. C -0.14
3. C -1.12
4. N -0.60
5. C 0.57


# 2
2 unconnected molecules or ions with the total composition C8H19NO at a distorted geometry, computed with ωB97M-V/def2-TZVPD.

Element x y z (Å)
C: 0.530851 -1.039018 0.366098
C: 0.317680 -1.839490 -0.934058
N: 0.098898 -0.989448 -2.108392
C: 1.170905 -1.014145 -3.102580
C: -0.899867 -0.085851 -2.107609
C: -1.219622 0.805407 -3.326056
O: -1.665066 0.001576 -1.157069
H: 1.095060 -0.106700 0.358288
H: 1.049746 -1.557169 1.162695
H: -0.469539 -0.857512 0.743534
H: 1.182131 -2.446408 -1.151843
H: -0.585229 -2.409905 -0.789638
H: 1.336378 -2.045876 -3.448835
H: 0.878033 -0.474515 -4.000964
H: 2.086960 -0.678642 -2.634673
H: -1.415496 1.771539 -2.888342
H: -0.443752 0.869904 -4.081356
H: -2.111800 0.337815 -3.728437
C: -0.812614 1.008618 4.315694
C: 0.177066 1.320348 3.174568
C: 1.618249 1.403761 3.682118
H: -1.253868 1.914911 4.722088
H: -1.609102 0.365784 3.926646
H: -0.290663 0.426940 5.078201
H: -0.146987 2.210823 2.638339
H: 0.128365 0.518297 2.442145
H: 1.640311 1.870029 4.663768
H: 2.241200 2.009913 3.024011
H: 2.034495 0.414339 3.793661

Atomic forces in eV per Å
-0.39 -0.12 0.56
0.25 1.42 0.44
0.88 -0.07 -0.72
-0.70 -0.84 -0.08
-0.74 0.37 -0.07
0.81 -0.98 0.79
-0.08 -0.11 0.10
-0.21 0.19 -0.85
0.13 -0.89 -0.06
0.07 0.50 0.16
0.04 -0.44 -0.12
-0.10 -0.60 0.01
-0.05 0.14 0.24
0.37 0.24 0.31
0.36 0.40 -0.25
-0.30 0.30 -0.20
-0.11 0.11 -0.07
-0.22 0.33 -0.26
0.18 -0.50 -0.79
-0.12 -0.36 0.23
-0.42 0.72 -0.11
0.07 -0.04 0.26
-0.10 0.23 0.18
-0.16 0.18 0.21
0.16 0.19 0.07
-0.06 -0.03 -0.07
0.06 0.16 0.15
0.15 -0.19 -0.05
0.24 -0.32 -0.03

Values from the calculation:
ΔE to the lowest compared entry with this formula, charge and spin: 24.9 kcal/mol
lowest unoccupied orbital energy: 0.83 eV
SMILES string: CCN(C)C(C)=O.CCC
HOMO energy: -9.18 eV
E: -12141.5304 eV
gap between HOMO and LUMO: 10.0 eV

Mulliken atomic charge list, values in e, 5 entries:
1. C -1.14
2. C -0.76
3. N 0.04
4. C -1.00
5. C 0.74


# 3
A molecular structure, C12H18BiClIN2O3P at a distorted geometry, computed with ωB97M-V/def2-TZVPD.

Element x y z (Å)
C: -0.382349 0.399798 -1.766406
C: -0.975693 0.942185 -0.530730
H: -0.827949 0.947744 -2.629071
H: -0.563446 -0.682036 -1.974141
H: 0.710113 0.553628 -1.780635
O: -0.810267 2.011936 -0.048523
I: -1.803970 0.648041 2.693139
Bi: -0.391872 -2.274187 0.223270
P: -2.931212 -0.921594 -0.223724
C: -4.059416 0.463894 0.191797
C: -3.497341 -1.199979 -1.968760
H: -3.362628 -3.289555 0.358169
H: -4.881216 -2.374753 0.124016
H: -3.947987 -2.189447 1.641959
C: -3.862663 -2.323893 0.550061
H: -2.940508 -2.012542 -2.457479
H: -4.569881 -1.463298 -1.962590
H: -5.037452 0.316831 -0.290826
H: -3.653131 1.427151 -0.125685
H: -3.369952 -0.288053 -2.566176
H: -4.218223 0.527644 1.275750
C: -1.304244 3.158645 2.078835
O: -1.003343 4.187889 1.734931
Cl: -0.608701 -3.698673 -1.737919
N: 6.328705 0.137542 -0.213193
C: 5.074122 -0.108432 -0.686259
O: 4.886030 -0.648284 -1.785003
C: 3.931276 0.326021 0.180894
C: 4.090927 1.226359 1.258738
C: 2.975025 1.489151 2.064452
C: 1.789352 0.846514 1.771787
N: 1.604522 0.004905 0.760619
C: 2.649051 -0.196573 -0.073443
H: 7.077474 -0.289891 -0.700244
H: 6.461374 0.288015 0.784900
H: 5.052701 1.712186 1.444749
H: 2.948038 2.192892 2.903428
H: 0.927823 1.017910 2.407503
H: 2.496911 -0.865692 -0.928189

Atomic forces in eV per Å
0.68 -0.76 -1.44
0.33 2.20 0.23
0.25 -0.24 0.51
-0.15 0.70 0.24
-0.42 0.25 0.03
-0.46 -2.19 -1.06
-0.01 -0.89 0.96
-0.34 0.55 0.01
-1.96 -0.97 -0.68
0.06 0.66 0.68
0.80 0.01 -0.34
-0.22 0.27 -0.01
0.49 0.12 0.16
0.07 -0.03 -0.39
0.28 -0.15 0.53
-0.18 0.20 0.14
0.51 0.15 0.22
0.43 -0.28 -0.08
-0.02 -0.12 -0.05
0.00 -0.19 0.15
0.02 -0.12 -0.43
0.27 1.65 -0.12
-0.26 -0.83 0.39
0.12 0.77 0.71
-1.27 0.32 1.18
0.63 -0.83 -1.98
-0.23 0.83 1.74
-0.66 0.46 0.56
-0.56 -0.34 -0.14
0.35 0.21 -0.32
-0.57 0.03 0.66
0.31 -0.54 -1.37
0.57 -0.27 0.63
0.66 -0.32 -0.53
0.10 -0.06 -0.58
-0.39 -0.16 -0.02
0.41 -0.31 -0.40
0.12 -0.05 -0.03
0.27 0.26 0.24

Values from the calculation:
ΔE to the lowest compared entry with this formula, charge and spin: 82.6 kcal/mol
lowest unoccupied orbital energy (spin up / spin down): -9.86 / -9.96 eV
HOMO energy (spin up / spin down): -15.02 / -14.91 eV
E: -57591.1859 eV
net charge: +2
gap between HOMO and LUMO (spin up / spin down): 5.2 / 5.0 eV

Mulliken atomic charge list, values in e, 5 entries:
1. C -1.20
2. C 0.61
3. H 0.41
4. H 0.31
5. H 0.33


# 4
A molecular structure, C25H21CoFN4O3 at a distorted geometry, computed with ωB97M-V/def2-TZVPD.

Element x y z (Å)
Co: 0.478235 0.241888 0.448320
O: 1.475107 2.822878 3.275897
C: 1.001734 1.970837 2.568115
N: 1.389551 1.658701 1.264290
C: 2.322364 2.325192 0.514303
O: 3.107528 3.189546 0.828132
C: 2.280144 1.736207 -0.898577
C: 3.343711 1.665507 -1.736147
C: 3.298161 0.652248 -2.768443
C: 1.976155 0.460631 -3.250810
C: 0.910434 0.674710 -2.403545
N: 1.093455 1.109532 -1.169430
C: -0.191022 1.094269 2.944834
C: -0.982049 1.526333 3.957129
C: -2.354760 1.149718 4.255832
C: -3.162897 0.284013 3.626914
C: -2.772746 -0.641866 2.513051
N: -0.358167 0.012142 2.125896
H: 4.257534 2.197395 -1.505156
H: 4.019334 0.802909 -3.564508
H: 1.812339 0.074151 -4.248382
H: -0.113061 0.468451 -2.700725
H: -0.569596 2.359622 4.511946
H: -2.802651 1.707672 5.072462
H: -4.189879 0.199006 3.967493
H: -3.342460 -1.568963 2.652001
O: -0.546197 -1.288205 -0.493777
C: -0.012389 -2.316201 -1.323699
C: 1.469201 -2.108011 -1.476257
C: 2.218275 -2.616268 -2.552164
C: 3.485547 -2.129591 -2.735997
C: 3.903233 -1.018494 -1.945309
C: 3.292103 -1.038822 -0.665160
N: 2.061826 -1.460570 -0.466170
H: -1.517792 -1.285832 -0.514592
H: -0.484763 -2.299238 -2.308074
H: -0.205235 -3.292673 -0.867056
H: 1.791400 -3.372414 -3.199413
H: 4.115294 -2.477972 -3.545035
H: 4.979666 -0.894921 -1.892295
H: 3.810572 -0.616484 0.190609
F: -3.743502 1.154258 -2.739624
C: -3.520783 0.729397 -1.475862
C: -3.774845 -0.590967 -1.165038
C: -3.553913 -1.014008 0.146170
C: -3.084274 -0.137520 1.125042
C: -1.262033 -1.007847 2.581462
C: -2.843838 1.188569 0.765040
C: -3.062185 1.628494 -0.534230
H: -4.152192 -1.262047 -1.926040
H: -3.772414 -2.042917 0.413497
H: -1.096664 -1.914308 1.994231
H: -1.035630 -1.234588 3.629355
H: -2.497396 1.887879 1.516910
H: -2.887563 2.658571 -0.817412

Atomic forces in eV per Å
-0.86 0.02 0.34
0.04 0.08 0.02
-0.14 -0.29 -0.12
0.20 0.08 0.01
-0.20 -0.18 0.18
0.08 0.03 -0.16
-0.43 -0.03 0.65
0.47 -0.56 -0.25
-1.42 3.84 -1.04
0.11 -0.41 0.00
-0.22 -0.17 -0.38
0.89 0.35 -0.19
0.28 -0.18 -0.35
-0.24 0.09 0.18
0.24 0.07 -0.07
-0.10 -0.05 -0.10
0.02 0.05 0.00
0.08 0.27 0.19
-0.02 -0.05 0.09
0.48 -0.82 0.24
-0.05 -0.10 0.06
0.05 -0.21 0.03
-0.06 0.01 0.03
0.02 0.01 0.00
0.04 -0.01 0.06
0.04 -0.04 -0.03
0.18 -0.05 -0.18
-0.04 -0.11 0.07
0.15 0.06 -0.09
-0.29 -0.06 0.08
-0.09 0.51 -0.22
1.15 -3.49 1.40
0.05 0.49 -0.07
-0.20 -0.06 -0.12
0.01 0.08 0.09
-0.03 0.02 -0.01
0.00 -0.03 0.01
0.00 0.06 -0.04
-0.05 -0.02 -0.01
-0.04 0.71 -0.35
-0.17 0.21 -0.04
0.04 0.00 0.00
0.00 -0.02 0.00
0.05 -0.07 0.03
-0.07 0.06 -0.04
-0.12 -0.05 0.02
0.18 0.03 0.11
0.00 0.02 -0.05
0.03 0.04 0.04
-0.03 0.02 0.01
0.00 0.01 0.01
0.02 0.02 -0.03
-0.04 -0.11 -0.01
0.01 -0.04 -0.01
0.01 -0.02 0.00

Values from the calculation:
lowest unoccupied orbital energy (spin up / spin down): -1.84 / -1.82 eV
spin multiplicity: 2
HOMO energy (spin up / spin down): -6.50 / -6.53 eV
E: -78710.6005 eV
gap between HOMO and LUMO (spin up / spin down): 4.7 / 4.7 eV

Mulliken atomic charge list, values in e, 5 entries:
1. Co -0.39
2. O -0.65
3. C 0.25
4. N 0.48
5. C 0.25